Record 1
This record from the Open Molecules 2025 dataset describes a gas-phase ion, C4H10NOS (charge +2) in a non-equilibrium geometry. The level of theory is ωB97M-V with the def2-TZVPD basis set.

Structure (XYZ):
```
17
Properties=species:S:1:pos:R:3:forces:R:3:nbo_charge:R:1
O -0.8242 -1.2529 -2.2358 0.02 -0.39 -0.38 -0.436
C -0.7703 -0.2159 -1.6617 0.37 0.95 0.46 0.417
C 0.4188 0.0624 -0.6961 -0.42 -0.45 -0.05 -0.160
C -0.0264 -0.3366 0.7454 0.29 0.93 -0.70 -0.423
C -1.0501 0.6006 1.4087 -0.75 0.24 0.33 -0.592
S -0.6552 2.3693 1.6552 0.22 -0.60 0.36 0.759
N 1.5232 -0.8838 -1.1471 -1.08 0.03 0.38 -0.683
H -1.5048 0.6029 -1.7389 -0.21 -0.26 -0.09 0.173
H 0.7335 1.1011 -0.7755 0.28 -0.06 -0.02 0.243
H 0.8735 -0.3855 1.3601 -0.17 -0.30 0.20 0.252
H -0.5604 -1.2876 0.6818 0.33 -0.21 0.24 0.280
H -2.0207 0.6514 0.9046 0.21 -0.08 -0.38 0.283
H -1.2907 0.1976 2.3970 0.22 0.12 0.09 0.307
H -0.0255 2.2144 2.8560 -0.03 0.21 -0.18 0.183
H 2.4141 -0.4579 -1.3971 0.03 0.14 -0.13 0.470
H 1.6743 -1.5782 -0.4173 0.38 -0.20 0.00 0.449
H 1.0909 -1.4015 -1.9392 0.31 -0.09 -0.12 0.478
```
Positions in Å, forces in eV/Å.

2S+1 = 2
Net charge = +2
Strongest force on any atom = 1.2 eV/A
Energy above the lowest of the compared OMol25 structures with the same formula, charge and spin = 2.3 kJ/mol
Orbital gap (alpha / beta) = 10.94 / 5.84 eV

=====

Record 2
This record from the Open Molecules 2025 dataset describes 7 unconnected molecules or ions with the total composition C42H35N7O14 in a non-equilibrium geometry. The level of theory is ωB97M-V with the def2-TZVPD basis set.

Structure (XYZ):
```
98
Properties=species:S:1:pos:R:3:forces:R:3:mulliken_charge:R:1
C 5.8783 2.9519 -5.5079 -1.57 -0.27 1.04 -0.660
C 5.5492 2.1415 -6.5811 0.79 0.66 -0.26 -0.289
C 4.5369 1.2368 -6.5297 -1.44 -0.80 1.79 -0.653
C 3.8066 1.0897 -5.2817 0.41 0.19 -1.67 0.118
C 4.0997 1.8615 -4.1802 1.20 1.04 -0.02 -0.307
C 5.0850 2.8290 -4.3373 2.00 0.42 -0.91 -0.243
N 2.6209 0.2312 -5.2340 -0.72 -0.17 0.70 1.014
O 2.3915 -0.4877 -6.1936 0.07 0.13 0.40 -0.618
O 1.8935 0.3201 -4.2355 0.87 -0.22 -1.22 -0.513
H 6.6817 3.6611 -5.6413 -0.04 0.15 0.41 0.397
H 6.0987 2.2781 -7.5008 0.06 -0.20 -0.16 0.346
H 4.3614 0.6588 -7.4250 -0.56 -0.23 0.30 0.425
H 3.7977 1.8562 -3.1433 -1.05 -0.88 -0.26 0.541
H 5.3336 3.4405 -3.4825 -0.03 0.08 0.11 0.433
C -8.0419 1.2421 0.2303 -0.34 -0.87 1.26 -0.509
C -8.7628 0.5674 -0.7032 -1.08 0.10 -1.48 -0.344
C -8.2056 0.2233 -1.9068 3.35 -0.60 -1.57 -0.490
C -6.7882 0.4318 -2.1100 -1.14 0.62 1.86 0.126
C -6.0842 1.2036 -1.1142 0.69 -2.17 -3.12 -0.281
C -6.7071 1.5172 0.0265 -0.89 1.44 1.74 -0.159
N -6.0648 -0.2361 -3.2322 0.90 0.70 -1.57 0.937
O -6.6400 -1.0453 -3.9433 -0.72 0.20 1.02 -0.581
O -4.9062 0.0974 -3.4946 -0.93 0.19 1.28 -0.568
H -8.5349 1.3140 1.1885 0.26 0.71 0.25 0.315
H -9.8182 0.3533 -0.6217 -0.07 0.02 0.51 0.366
H -8.7300 -0.2842 -2.7030 -0.19 -0.12 0.14 0.412
H -5.0285 1.4200 -1.1851 0.05 -0.15 -0.40 0.417
H -6.1673 2.0694 0.7816 0.15 -0.11 0.12 0.366
C -6.1224 -0.7349 3.4925 -0.66 -0.52 0.49 0.116
C -6.1216 -2.1413 3.6451 -0.04 2.02 -1.00 -0.626
C -7.2941 -2.7976 3.9935 0.78 -0.42 0.17 -0.212
C -8.4489 -2.0791 4.2536 1.09 0.51 -0.35 0.091
C -8.4607 -0.6614 4.1135 0.47 -0.72 0.30 -0.379
C -7.2608 0.0235 3.7471 -0.89 -1.72 0.17 -0.789
N -9.5860 -2.8331 4.8636 -0.67 -0.26 0.45 0.892
O -10.3367 -2.1270 5.5022 -0.42 0.36 0.09 -0.549
O -9.7418 -4.0580 4.8065 1.18 1.48 -0.68 -0.581
H -5.2419 -0.1764 3.2109 0.26 -0.40 -0.05 0.275
H -5.1794 -2.5647 3.3299 -0.16 -0.85 0.42 0.391
H -7.2550 -3.8654 4.1504 -0.29 -0.10 -0.08 0.413
H -9.4020 -0.2032 4.3787 0.13 0.46 -0.10 0.454
H -7.1016 1.0859 3.6365 -0.84 0.18 0.15 0.490
C 1.2417 0.1125 0.2217 -0.40 0.52 0.04 -0.511
C 0.1771 0.1171 -0.6624 -1.20 0.25 1.37 -0.967
C -1.1531 0.2526 -0.1370 1.05 -0.86 -1.28 -0.359
C -1.3751 0.2535 1.2321 0.42 -0.32 -0.28 -0.032
C -0.2947 0.2681 2.1098 0.47 0.91 -0.39 -0.507
C 1.0041 0.3427 1.5761 -0.52 -1.01 0.46 -0.862
N -2.7699 0.1589 1.7878 2.72 0.37 -0.69 1.042
O -2.8535 -0.1393 2.9570 -0.74 -0.09 0.31 -0.611
O -3.6601 0.4137 1.0228 -1.27 0.01 -0.09 -0.507
H 2.2431 -0.0269 -0.1581 0.28 0.10 0.04 0.632
H 0.4075 0.0023 -1.7113 -0.46 0.04 -0.17 0.642
H -1.9496 0.1627 -0.8608 -0.33 0.25 0.21 0.613
H -0.5065 0.3581 3.1650 0.24 -0.14 0.09 0.464
H 1.8679 0.4410 2.2168 -0.03 -0.10 0.25 0.901
C 2.1816 3.3323 2.3587 -0.96 -0.90 0.57 -0.538
C 1.9743 3.4184 1.0118 0.15 1.59 -1.63 -0.361
C 2.9479 3.9617 0.1968 2.64 0.21 0.27 -0.398
C 4.1877 4.3379 0.7938 -0.21 -0.35 0.91 0.020
C 4.3906 4.2232 2.1810 -0.69 -0.01 -0.50 -0.291
C 3.3512 3.7153 2.9644 0.77 -0.05 -0.36 -0.401
N 5.3515 4.8584 0.0117 -0.32 0.96 -2.15 1.048
O 6.4013 5.1281 0.5702 -0.96 -0.52 -0.02 -0.606
O 5.1678 5.0952 -1.2120 0.02 -0.77 2.22 -0.632
H 1.3720 2.8336 2.8708 0.06 0.21 0.68 0.414
H 1.0135 3.2913 0.5353 -0.15 -0.71 0.27 0.417
H 2.9088 3.9980 -0.8819 -0.35 0.15 -0.01 0.462
H 5.3043 4.5127 2.6788 0.17 0.00 -0.40 0.431
H 3.5210 3.5396 4.0164 -0.10 0.13 0.08 0.412
C 1.5897 -2.7297 -2.7757 0.05 0.31 -1.02 -0.444
C 1.1603 -2.9753 -1.5027 0.46 -0.71 0.30 -0.805
C 1.9631 -3.7582 -0.6946 0.45 -1.27 0.38 0.422
C 3.1571 -4.3195 -1.1784 -0.59 0.90 -0.88 -0.248
C 3.6154 -3.9876 -2.4683 0.32 -0.13 0.88 -0.238
C 2.8087 -3.2309 -3.2714 -0.95 0.99 0.24 -0.725
N 3.8892 -5.2723 -0.3445 1.18 0.08 0.29 1.099
O 3.2907 -5.7143 0.6158 0.02 -0.19 0.08 -0.605
O 5.0588 -5.5623 -0.6159 -1.35 0.40 -0.13 -0.624
H 0.9420 -2.0937 -3.3609 0.22 -0.02 -0.53 0.438
H 0.1857 -2.6600 -1.1604 0.13 0.25 0.10 0.555
H 1.6183 -4.0201 0.2948 0.18 -0.05 0.09 0.351
H 4.6159 -4.1795 -2.8267 0.00 -0.64 0.26 0.404
H 3.1577 -2.9446 -4.2525 -0.09 0.02 -0.09 0.405
C 4.6955 -2.1964 3.6769 0.77 -0.13 0.71 -0.941
C 4.3319 -2.6901 2.4731 -1.30 -0.79 -2.57 -0.085
C 4.2277 -1.8971 1.3206 1.06 0.48 0.80 -0.010
C 4.6768 -0.5624 1.4327 -0.08 1.01 -1.86 -0.351
C 5.0905 -0.0407 2.6702 0.41 0.45 -1.03 -0.552
C 5.1600 -0.8905 3.7174 -0.89 0.14 2.06 -0.328
N 4.7943 0.2370 0.2328 0.12 -1.08 4.36 0.992
O 5.1861 1.4217 0.2988 0.41 1.82 0.42 -0.799
O 4.5903 -0.3246 -0.8257 -1.05 -1.65 -3.62 -0.791
H 4.7245 -2.8196 4.5584 0.03 -0.05 0.05 0.386
H 4.0741 -3.7260 2.3095 -0.12 -0.30 0.41 0.324
H 4.0068 -2.2740 0.3329 -0.08 -0.06 0.17 0.539
H 5.4582 0.9739 2.7118 -0.08 0.06 -0.01 0.425
H 5.3762 -0.5354 4.7142 0.51 0.39 0.06 0.302
```
Positions in Å, forces in eV/Å.

2S+1 = 2
Net charge = -1
Strongest force on any atom = 4.5 eV/A
Energy above the lowest of the compared OMol25 structures with the same formula, charge and spin = 0.0 kJ/mol
Orbital gap (alpha / beta) = 2.74 / 6.46 eV

=====

Repeat the first record exactly.
This record from the Open Molecules 2025 dataset describes a gas-phase ion, C4H10NOS (charge +2) in a non-equilibrium geometry. The level of theory is ωB97M-V with the def2-TZVPD basis set.

Structure (XYZ):
```
17
Properties=species:S:1:pos:R:3:forces:R:3:nbo_charge:R:1
O -0.8242 -1.2529 -2.2358 0.02 -0.39 -0.38 -0.436
C -0.7703 -0.2159 -1.6617 0.37 0.95 0.46 0.417
C 0.4188 0.0624 -0.6961 -0.42 -0.45 -0.05 -0.160
C -0.0264 -0.3366 0.7454 0.29 0.93 -0.70 -0.423
C -1.0501 0.6006 1.4087 -0.75 0.24 0.33 -0.592
S -0.6552 2.3693 1.6552 0.22 -0.60 0.36 0.759
N 1.5232 -0.8838 -1.1471 -1.08 0.03 0.38 -0.683
H -1.5048 0.6029 -1.7389 -0.21 -0.26 -0.09 0.173
H 0.7335 1.1011 -0.7755 0.28 -0.06 -0.02 0.243
H 0.8735 -0.3855 1.3601 -0.17 -0.30 0.20 0.252
H -0.5604 -1.2876 0.6818 0.33 -0.21 0.24 0.280
H -2.0207 0.6514 0.9046 0.21 -0.08 -0.38 0.283
H -1.2907 0.1976 2.3970 0.22 0.12 0.09 0.307
H -0.0255 2.2144 2.8560 -0.03 0.21 -0.18 0.183
H 2.4141 -0.4579 -1.3971 0.03 0.14 -0.13 0.470
H 1.6743 -1.5782 -0.4173 0.38 -0.20 0.00 0.449
H 1.0909 -1.4015 -1.9392 0.31 -0.09 -0.12 0.478
```
Positions in Å, forces in eV/Å.

2S+1 = 2
Net charge = +2
Strongest force on any atom = 1.2 eV/A
Energy above the lowest of the compared OMol25 structures with the same formula, charge and spin = 2.3 kJ/mol
Orbital gap (alpha / beta) = 10.94 / 5.84 eV

=====

Question: Which of these has the lowest strongest force on any atom?
Answer: C4H10NOS